This record from OMol25 describes a structure of composition C42H100Ca2F3N6O16 in a non-equilibrium geometry. The level of theory is the ωB97M-V functional and the def2-TZVPD basis.

Computed properties:
Net charge   +1
Max |F|   0.0409 Eh/bohr
Gap between HOMO and LUMO   7.81 eV
2S+1   1

Positions of all 169 atoms, in Å:
Ca (3.18, -0.41, 2.86)
Ca (0.63, -0.12, 0.07)
O (1.35, 0.53, 2.22)
C (0.61, 1.68, 2.50)
C (-0.30, 2.09, 1.37)
O (-1.08, 1.04, 0.87)
H (1.25, 2.56, 2.67)
H (0.04, 1.62, 3.40)
H (0.26, 2.73, 0.62)
H (-1.03, 2.83, 1.80)
C (3.31, -2.10, -0.24)
O (3.16, -1.47, -1.51)
O (2.66, -1.38, 0.72)
C (2.74, -3.56, -0.36)
F (3.56, -4.35, -1.08)
F (2.75, -4.05, 0.92)
F (1.50, -3.74, -0.83)
C (3.95, -1.70, -2.66)
C (3.58, -0.74, -3.76)
H (3.65, 0.33, -3.45)
H (4.21, -0.89, -4.64)
H (2.57, -0.92, -4.12)
H (3.85, -2.76, -3.03)
H (5.01, -1.64, -2.42)
H (4.38, -2.32, -0.11)
C (-5.84, -3.55, 3.15)
O (-5.07, -2.36, 3.15)
C (-3.90, -2.48, 2.44)
C (-3.19, -1.17, 2.38)
N (-3.56, -0.48, 1.14)
C (-4.97, -0.13, 1.02)
C (-5.42, 0.89, 2.02)
O (-6.65, 1.43, 1.50)
C (-7.31, 2.27, 2.42)
H (-6.16, -3.85, 2.12)
H (-6.75, -3.32, 3.71)
H (-5.26, -4.36, 3.57)
H (-4.12, -2.77, 1.40)
H (-3.23, -3.23, 2.87)
H (-2.10, -1.36, 2.40)
H (-3.39, -0.68, 3.32)
H (-2.93, 0.31, 0.99)
H (-5.63, -1.00, 1.06)
H (-5.08, 0.26, 0.01)
H (-4.62, 1.64, 2.10)
H (-5.58, 0.41, 3.01)
H (-8.31, 2.57, 2.11)
H (-6.76, 3.21, 2.50)
H (-7.38, 1.82, 3.41)
C (5.81, -0.55, -6.89)
O (4.50, -1.04, -7.03)
C (3.70, -0.15, -7.82)
C (2.41, -0.94, -8.12)
N (1.63, -0.97, -6.89)
C (0.35, -1.69, -6.93)
C (-0.34, -1.64, -5.59)
O (0.41, -2.18, -4.55)
C (0.54, -3.58, -4.59)
H (6.31, -1.19, -6.18)
H (5.82, 0.38, -6.32)
H (6.32, -0.46, -7.85)
H (4.26, 0.17, -8.71)
H (3.37, 0.69, -7.22)
H (2.66, -1.91, -8.60)
H (1.90, -0.46, -8.96)
H (2.24, -1.33, -6.16)
H (0.42, -2.75, -7.25)
H (-0.26, -1.22, -7.71)
H (-1.33, -2.11, -5.70)
H (-0.47, -0.59, -5.31)
H (1.29, -3.90, -3.83)
H (0.84, -4.03, -5.56)
H (-0.38, -4.12, -4.32)
C (6.00, -2.58, 2.41)
O (4.85, -2.31, 3.22)
C (4.40, -3.43, 4.03)
C (3.38, -2.94, 5.06)
N (2.24, -2.28, 4.37)
C (1.18, -1.74, 5.28)
C (-0.15, -1.46, 4.55)
O (-0.71, -2.73, 4.26)
C (-1.73, -3.07, 5.19)
H (6.30, -1.73, 1.78)
H (5.88, -3.41, 1.71)
H (6.84, -2.83, 3.04)
H (5.25, -3.84, 4.57)
H (4.10, -4.25, 3.37)
H (3.87, -2.24, 5.76)
H (3.05, -3.81, 5.63)
H (1.83, -3.00, 3.80)
H (1.53, -0.81, 5.71)
H (1.03, -2.41, 6.15)
H (0.01, -0.85, 3.67)
H (-0.82, -0.85, 5.19)
H (-2.19, -4.02, 5.01)
H (-2.52, -2.31, 5.14)
H (-1.38, -3.17, 6.22)
C (-10.56, 4.58, -3.76)
O (-9.60, 3.62, -3.23)
C (-8.28, 4.12, -3.18)
C (-7.48, 3.23, -2.27)
N (-6.09, 3.62, -2.29)
C (-5.18, 2.82, -1.49)
C (-3.83, 3.50, -1.38)
O (-3.23, 3.61, -2.65)
C (-2.05, 4.37, -2.63)
H (-11.56, 4.17, -3.66)
H (-10.26, 4.89, -4.76)
H (-10.61, 5.42, -3.03)
H (-8.22, 5.12, -2.78)
H (-7.90, 4.09, -4.19)
H (-7.65, 2.17, -2.52)
H (-7.82, 3.33, -1.25)
H (-5.72, 3.61, -3.23)
H (-5.09, 1.81, -1.91)
H (-5.54, 2.70, -0.47)
H (-3.09, 3.01, -0.72)
H (-4.10, 4.46, -0.95)
H (-2.27, 5.43, -2.48)
H (-1.55, 4.37, -3.59)
H (-1.43, 3.92, -1.85)
C (5.87, 2.63, 7.87)
O (5.23, 1.76, 6.92)
C (4.01, 2.38, 6.43)
C (3.46, 1.34, 5.48)
N (4.49, 1.05, 4.44)
C (4.61, 2.24, 3.59)
C (5.51, 2.09, 2.41)
O (4.94, 1.04, 1.60)
C (5.49, 0.84, 0.32)
H (6.05, 3.60, 7.44)
H (6.73, 2.06, 8.22)
H (5.20, 2.87, 8.70)
H (4.22, 3.25, 5.80)
H (3.40, 2.57, 7.31)
H (2.54, 1.70, 5.02)
H (3.22, 0.40, 6.00)
H (5.35, 0.94, 4.97)
H (4.94, 3.16, 4.10)
H (3.63, 2.46, 3.14)
H (6.55, 1.92, 2.66)
H (5.55, 3.03, 1.84)
H (5.60, 1.76, -0.23)
H (4.81, 0.23, -0.27)
H (6.44, 0.33, 0.30)
C (-0.99, -3.51, 0.68)
O (-0.90, -2.34, -0.11)
C (-1.79, -2.34, -1.22)
C (-1.84, -0.91, -1.80)
N (-0.57, -0.35, -2.24)
C (-0.63, 1.08, -2.59)
C (0.76, 1.64, -2.81)
O (1.51, 1.57, -1.60)
C (2.63, 2.40, -1.53)
H (-0.26, -3.48, 1.46)
H (-0.83, -4.42, 0.14)
H (-1.98, -3.67, 1.09)
H (-2.79, -2.58, -0.89)
H (-1.46, -3.08, -1.96)
H (-2.26, -0.32, -1.00)
H (-2.58, -0.99, -2.61)
H (-0.16, -0.87, -3.00)
H (-1.02, 1.60, -1.73)
H (-1.24, 1.34, -3.48)
H (0.66, 2.69, -3.13)
H (1.32, 1.21, -3.65)
H (3.13, 2.28, -0.56)
H (2.39, 3.48, -1.62)
H (3.43, 2.22, -2.24)